--- i ---
Density functional theory data (ωB97M-V/def2-TZVPD) for 2 unconnected molecules or ions with the total composition C6H11N2.

Atoms and positions in Å:
1 C -2.156 0.185 0.127
2 C -0.316 -0.859 -0.729
3 C -1.352 -0.881 0.507
4 C -1.785 -0.622 -1.044
5 C 2.073 -0.366 0.751
6 C 1.559 0.163 -0.631
7 N -2.991 1.117 0.463
8 N 1.225 1.407 -0.726
9 H 1.978 -0.282 -1.515
10 H -0.157 -1.929 -1.070
11 H -1.457 -1.663 1.204
12 H 1.738 0.465 1.445
13 H 3.196 -0.616 0.769
14 H 1.597 -1.286 1.071
15 H -2.527 -1.315 -1.530
16 H -3.477 1.616 -0.265
17 H 0.950 1.938 -1.554
18 H 0.911 2.094 -0.044
19 H -3.326 1.466 1.408

As for the net charge: +1.

--- ii ---
Density functional theory data (ωB97M-V/def2-TZVPD) for 2 unconnected molecules or ions with the total composition C6H11N2.

Atoms and positions in Å:
1 C -2.277 0.018 0.004
2 C -1.266 -0.308 0.831
3 C 0.198 1.652 0.395
4 C -0.081 0.481 0.978
5 C -1.507 -1.398 1.846
6 C 2.760 0.334 -2.395
7 N 1.768 1.301 -2.165
8 N 1.136 2.074 -1.698
9 H -3.210 -0.672 0.027
10 H -2.136 0.840 -0.664
11 H -0.622 1.947 -0.211
12 H 1.130 2.229 0.743
13 H 0.806 0.155 1.667
14 H -0.582 -1.644 2.188
15 H -2.096 -1.011 2.534
16 H -2.078 -2.229 1.493
17 H 2.957 -0.215 -1.572
18 H 3.719 0.913 -2.660
19 H 2.300 -0.254 -3.295

As for the net charge: +1.

--- iii ---
Density functional theory data (ωB97M-V/def2-TZVPD) for 2 unconnected molecules or ions with the total composition C6H11N2.

Atoms and positions in Å:
1 C 0.360 -0.321 -0.884
2 C -3.631 0.115 -0.075
3 C -3.113 -0.804 -0.592
4 C 1.445 -1.386 0.791
5 C 1.498 0.073 1.000
6 C 0.349 2.082 -0.098
7 N 0.782 -1.494 -0.572
8 N 0.743 0.607 -0.073
9 H -0.209 -0.077 -1.702
10 H -4.185 0.966 0.060
11 H 0.876 -2.228 -1.249
12 H -2.888 -1.489 -1.324
13 H 2.505 -1.651 0.625
14 H 0.956 -2.025 1.522
15 H 1.090 0.408 1.942
16 H 2.510 0.449 0.882
17 H 1.157 2.508 0.455
18 H 0.347 2.187 -1.117
19 H -0.593 2.080 0.410

As for the net charge: +1.

Result of the stability comparison: iii is the most stable of them.

--- i ---
Density functional theory data (ωB97M-V/def2-TZVPD) for a molecular structure, C3H7N3.

Atoms and positions in Å:
1 C 0.793 -0.395 0.128
2 C -1.229 1.031 -1.031
3 C -1.280 0.688 0.562
4 H 0.522 -2.611 0.076
5 H -0.689 -1.353 -1.062
6 H 2.637 -0.814 1.188
7 H -1.330 2.105 -1.405
8 H -2.207 0.275 -1.629
9 H -1.520 1.690 1.177
10 H -1.545 -0.353 0.871
11 N 0.229 -1.634 -0.133
12 N 1.818 -0.098 0.809
13 N 0.013 0.749 -0.272

As for the net charge: 0.

--- ii ---
Density functional theory data (ωB97M-V/def2-TZVPD) for 3 unconnected molecules or ions with the total composition C3H7N3.

Atoms and positions in Å:
1 C 1.722 0.303 -1.471
2 N 0.344 0.557 0.050
3 C -0.508 -0.272 -0.390
4 C -1.407 0.059 1.594
5 N -1.290 -0.725 -1.214
6 N -0.753 -0.148 2.637
7 H 0.884 0.283 0.864
8 H -0.956 -1.012 -2.125
9 H -1.292 -0.182 3.512
10 H -2.489 0.236 1.489
11 H 1.274 0.798 -2.326
12 H 1.938 -0.751 -1.613
13 H 2.532 0.854 -1.006

As for the net charge: 0.

--- iii ---
Density functional theory data (ωB97M-V/def2-TZVPD) for a single C3H7N3 molecule.

Atoms and positions in Å:
1 C -2.100 0.369 0.112
2 N 2.269 0.660 -0.186
3 C 0.013 -0.686 0.255
4 C 1.449 -0.488 -0.277
5 N 0.390 -0.558 -1.184
6 N -0.658 0.478 0.095
7 H 2.759 0.725 0.697
8 H 1.725 1.499 -0.348
9 H -0.374 -1.609 0.685
10 H 1.979 -1.431 -0.126
11 H -2.530 1.307 0.465
12 H -2.468 -0.465 0.724
13 H -2.454 0.199 -0.911

As for the net charge: 0.

Result of the stability comparison: iii is the most stable of them.